# 1
{"formula": "C4H7ClNO2P", "method": "ωB97M-V/def2-TZVPD", "charge": 0, "homo_energy_ev": -8.9, "total_energy_ha": -1163.31347, "orbital_gap_ha": 0.2350, "lumo_ev": -2.54, "species": ["Cl", "P", "O", "O", "N", "C", "C", "C", "C", "H", "H", "H", "H", "H", "H", "H"], "positions_angstrom": [[-1.95, -0.30, 2.91], [-1.43, -1.92, 1.78], [1.94, -0.98, -0.01], [-1.48, -0.35, -0.52], [0.19, -1.44, 1.38], [0.78, -0.87, 0.30], [0.35, 0.23, -1.89], [-0.25, 1.49, 0.14], [-0.26, 0.13, -0.52], [0.31, 2.32, -0.39], [0.36, 1.43, 1.09], [-0.30, 0.59, -2.57], [0.79, -0.74, -2.22], [-1.20, 1.84, 0.40], [1.27, 0.67, -1.69], [0.87, -2.10, 1.79]]}


# 2
{"formula": "C4H7ClO", "method": "ωB97M-V/def2-TZVPD", "charge": 0, "homo_energy_ev": -9.4, "total_energy_ha": -691.97972, "orbital_gap_ha": 0.3774, "lumo_ev": 0.82, "species": ["Cl", "O", "C", "C", "C", "C", "H", "H", "H", "H", "H", "H", "H"], "positions_angstrom": [[3.49, -0.21, -0.29], [-1.46, -1.30, -0.35], [0.82, -0.46, -0.32], [1.90, -0.24, 0.44], [-1.14, 1.03, -0.31], [-0.58, -0.28, 0.20], [0.97, -1.03, -1.23], [-0.53, -0.30, 1.20], [-1.56, -1.84, 0.40], [-1.98, 1.05, -0.98], [1.96, 0.12, 1.48], [-1.43, 1.63, 0.55], [-0.46, 1.83, -0.78]]}


# 3
{"formula": "C4H7ClO", "method": "ωB97M-V/def2-TZVPD", "charge": 0, "homo_energy_ev": -8.8, "total_energy_ha": -691.91239, "orbital_gap_ha": 0.3466, "lumo_ev": 0.66, "species": ["Cl", "O", "C", "C", "C", "C", "H", "H", "H", "H", "H", "H", "H"], "positions_angstrom": [[-4.20, -0.08, 0.15], [-1.56, 1.28, 0.36], [1.08, -1.18, 0.29], [0.83, 1.36, -0.54], [0.54, -0.16, -0.67], [-0.38, 0.96, -0.22], [1.47, -0.75, 1.35], [1.54, 2.20, -0.62], [-4.05, -1.20, -0.46], [2.10, -1.59, -0.02], [0.49, -0.44, -1.65], [0.44, -2.09, 0.60], [-1.71, 2.28, 0.27]]}


# 4
{"formula": "C4H7ClS", "method": "ωB97M-V/def2-TZVPD", "charge": 0, "homo_energy_ev": -9.3, "total_energy_ha": -1014.89047, "orbital_gap_ha": 0.3502, "lumo_ev": 0.20, "species": ["Cl", "S", "C", "C", "C", "C", "H", "H", "H", "H", "H", "H", "H"], "positions_angstrom": [[2.94, -0.85, 0.26], [-1.79, -0.96, -0.44], [1.39, -0.24, -0.83], [-1.01, -0.22, 1.08], [-0.29, 1.04, 0.37], [0.85, 1.10, -0.46], [0.73, -1.04, -0.75], [-0.78, 2.04, 0.36], [1.14, 2.12, -1.08], [1.80, -0.43, -1.99], [-1.83, -0.03, 1.84], [-2.88, -1.66, 0.17], [-0.28, -0.87, 1.49]]}


# 5
{"formula": "C4H7ClS", "method": "ωB97M-V/def2-TZVPD", "charge": 0, "homo_energy_ev": -8.6, "total_energy_ha": -1014.93214, "orbital_gap_ha": 0.3331, "lumo_ev": 0.47, "species": ["Cl", "S", "C", "C", "C", "C", "H", "H", "H", "H", "H", "H", "H"], "positions_angstrom": [[0.04, 1.92, -0.27], [-1.66, -0.57, -0.65], [-2.69, 0.09, 0.68], [-0.04, 0.01, -0.34], [2.44, 0.00, -0.25], [1.11, -0.70, -0.46], [-3.63, 0.18, 0.10], [-2.29, 0.99, 1.15], [1.27, -1.73, -0.85], [-2.82, -0.64, 1.58], [3.09, -0.38, 0.59], [2.97, -0.23, -1.18], [2.21, 1.07, -0.11]]}


# 6
{"formula": "C4H7ClS", "method": "ωB97M-V/def2-TZVPD", "charge": 0, "homo_energy_ev": -9.0, "total_energy_ha": -1014.80136, "orbital_gap_ha": 0.3297, "lumo_ev": -0.01, "species": ["Cl", "S", "C", "C", "C", "C", "H", "H", "H", "H", "H", "H", "H"], "positions_angstrom": [[1.71, -2.58, -1.27], [-0.82, 2.29, -0.94], [-0.97, -0.52, 0.61], [-0.41, 0.85, 0.33], [1.49, -1.00, -0.41], [0.08, -0.49, -0.42], [2.03, -0.17, -0.88], [-1.24, 3.46, 0.29], [-1.95, -0.67, 0.24], [-1.04, -0.95, 1.91], [0.02, 1.64, 1.21], [-0.42, -0.52, -1.36], [1.53, -1.34, 0.69]]}


What are the relative energy (zero: lowest compared OMol25 entry of this formula, charge and spin) values for these records? In order: 91.8, 41.5, 83.8, 49.2, 23.0, 105.1 kcal per mole.